This record from OMol25 describes 2 unconnected molecules or ions with the total composition C4H8N3 at a distorted geometry. The level of theory is ωB97M-V with the def2-TZVPD basis set.

```
! wB97M-V def2-TZVPD RIJCOSX def2/J DEFGRID3
* xyz 1 1
C 1.48731 -1.82420 0.68685
C 2.08591 1.54427 -0.69650
C 1.59768 -0.65792 0.12032
C -0.88912 0.02252 0.05248
N 2.09580 0.42984 -0.11345
N -1.54018 0.07474 -1.10660
N -1.61906 0.15905 1.14066
H 2.29211 -2.40415 0.93523
H 0.47603 -2.35329 0.55350
H 1.18984 1.99940 -1.06292
H 3.00120 2.00802 -0.78738
H -1.09112 0.02569 -2.02199
H -2.59218 0.07481 -1.18748
H -1.33478 0.17185 2.10175
H -2.63608 0.24286 0.91436
*
```

* energy above the lowest of the compared OMol25 structures with the same formula, charge and spin: 522.2 kJ/mol
* HOMO: -12.8 eV
* lowest unoccupied orbital energy: -5.2 eV
* Kohn-Sham gap: 7.67 eV



This record from OMol25 describes a gas-phase ion, C4H8N3 (charge +1) at a distorted geometry. The level of theory is ωB97M-V with the def2-TZVPD basis set.

```
! wB97M-V def2-TZVPD RIJCOSX def2/J DEFGRID3
* xyz 1 1
C -1.71349 0.46144 2.41675
C 0.32999 -0.59242 1.40406
C 0.37428 -1.16649 0.04838
C -0.49239 0.86453 -1.31347
N -0.83798 0.05517 1.78113
N -0.18873 2.03686 -1.12174
N 0.59789 -0.13685 -1.06225
H 0.43882 -1.55396 2.14017
H 1.20951 0.18189 1.56893
H 1.07712 -1.98017 -0.00237
H -0.59104 -1.56060 -0.16017
H -1.46926 0.57089 -1.50943
H -0.80052 2.78127 -1.33616
H 1.35208 0.62089 -0.86986
H 0.71372 -0.58245 -1.98397
*
```

* energy above the lowest of the compared OMol25 structures with the same formula, charge and spin: 443.6 kJ/mol
* HOMO: -14.9 eV
* lowest unoccupied orbital energy: -3.8 eV
* Kohn-Sham gap: 11.13 eV



This record from OMol25 describes 2 unconnected molecules or ions with the total composition C4H8N3. The level of theory is ωB97M-V with the def2-TZVPD basis set.

```
! wB97M-V def2-TZVPD RIJCOSX def2/J DEFGRID3
* xyz 1 1
C -1.46245 -0.46084 -2.07277
C 0.36556 0.46033 -1.57516
C 0.25368 1.36278 2.92360
C 0.64018 0.24381 2.34490
N -0.88722 0.71182 -1.90220
N -0.58523 -1.44683 -1.85412
N 0.58364 -0.85675 -1.54322
H -2.49103 -0.60411 -2.34057
H 1.09868 1.21462 -1.36238
H 0.89894 1.90264 3.59702
H -0.72222 1.78641 2.76366
H 1.41926 -1.36957 -1.27354
H -0.01479 -0.30580 1.68557
H 1.61100 -0.18569 2.52710
H -0.70800 -2.45282 -1.91790
*
```

* energy above the lowest of the compared OMol25 structures with the same formula, charge and spin: 316.1 kJ/mol
* HOMO: -13.2 eV
* lowest unoccupied orbital energy: -4.4 eV
* Kohn-Sham gap: 8.75 eV



This record from OMol25 describes a gas-phase ion, C4H8N3O (charge +1). The level of theory is ωB97M-V with the def2-TZVPD basis set.

```
! wB97M-V def2-TZVPD RIJCOSX def2/J DEFGRID3
* xyz 1 1
C -0.33132 1.67911 1.65846
C -0.52141 0.17042 1.53340
O -1.15189 -0.18271 0.25669
N -0.26125 -0.61482 -0.66115
C 0.09314 -1.92152 -0.86173
N 0.90416 -2.01492 -1.87886
N 1.04034 -0.74295 -2.31211
C 0.33902 0.11553 -1.59353
H -1.03489 2.09769 2.36905
H 0.67260 1.92531 1.98707
H -0.52344 2.15206 0.69886
H -1.21202 -0.20056 2.28225
H 0.40801 -0.38207 1.63396
H -0.28428 -2.72836 -0.26074
H 1.61266 -0.52897 -3.11515
H 0.25057 1.17675 -1.73647
*
```

* energy above the lowest of the compared OMol25 structures with the same formula, charge and spin: 376.5 kJ/mol
* HOMO: -15.9 eV
* lowest unoccupied orbital energy: -3.8 eV
* Kohn-Sham gap: 12.07 eV
* SMILES: CCOn1cn[nH+]c1



This record from OMol25 describes a gas-phase ion, C4H8N3O2 (charge +1) at a distorted geometry. The level of theory is ωB97M-V with the def2-TZVPD basis set.

```
! wB97M-V def2-TZVPD RIJCOSX def2/J DEFGRID3
* xyz 1 1
C 1.67270 1.33450 -1.00471
C 0.34520 1.24118 -0.29288
N 0.58979 0.76315 1.00621
C 0.13901 -0.35176 1.21638
C -0.00870 -1.15770 2.39145
O -0.91034 -1.89257 2.64710
N -0.59207 -0.93404 -0.20048
N -1.95926 -1.35670 0.04311
O -0.52730 0.19216 -0.92905
H 2.22323 0.44892 -0.53818
H 2.27521 2.16419 -0.70509
H 1.48531 1.25831 -2.05845
H -0.20111 2.14283 -0.33349
H 0.87049 -1.04468 3.02045
H -1.96496 -1.76050 1.00063
H -2.19611 -2.17683 -0.38254
H -2.77628 -0.74465 -0.09548
*
```

* energy above the lowest of the compared OMol25 structures with the same formula, charge and spin: 567.3 kJ/mol
* HOMO: -14.1 eV
* lowest unoccupied orbital energy: -5.0 eV
* Kohn-Sham gap: 9.08 eV
* SMILES: C[C@@H]1N=C(C=O)N([NH3+])O1



This record from OMol25 describes 2 unconnected molecules or ions with the total composition C4H8N3O2P at a distorted geometry. The level of theory is ωB97M-V with the def2-TZVPD basis set.

```
! wB97M-V def2-TZVPD RIJCOSX def2/J DEFGRID3
* xyz 0 3
C -0.22696 -0.82334 -1.03509
C -1.11742 -0.84740 -2.10524
C 0.94580 -1.87948 -1.18862
C 1.01670 -0.55128 0.75279
N -0.14655 -0.12082 0.02023
N -1.82712 -1.01024 -3.01209
N 1.60912 -1.70397 0.08802
O -1.09090 1.84966 2.46352
O -1.60429 2.54318 0.23099
P -0.27981 2.54482 1.14806
H 0.64607 -2.91541 -1.44761
H 1.69806 -1.37336 -1.98747
H 1.58169 0.37554 0.54868
H 0.90624 -0.70186 1.79416
H -1.63367 1.28543 2.02634
H 1.44100 -2.54936 0.68474
H -1.48976 2.09897 -0.65026
H -0.42821 3.77891 1.66884
*
```

* energy above the lowest of the compared OMol25 structures with the same formula, charge and spin: 207.9 kJ/mol
* HOMO (spin up / spin down): -6.7 / -9.0 eV
* lowest unoccupied orbital energy (spin up / spin down): 0.4 / -4.1 eV
* Kohn-Sham gap (spin up / spin down): 7.09 / 4.86 eV



This record from OMol25 describes a gas-phase ion, C4H8N3O5P (charge -2) at a distorted geometry. The level of theory is ωB97M-V with the def2-TZVPD basis set.

```
! wB97M-V def2-TZVPD RIJCOSX def2/J DEFGRID3
* xyz -2 1
H -3.86764 1.01864 0.06821
N -2.89297 1.40106 0.28041
C -1.99352 0.55525 0.00389
N -0.72592 0.86262 0.18185
N 0.59561 -0.27418 0.00995
C 0.49740 -0.97671 1.16647
C 0.50000 -1.00908 -1.25866
C 1.69344 -2.06582 -1.55107
O 2.18732 -2.57879 -0.51222
O 1.85617 -2.35465 -2.72004
P 0.00647 2.26425 0.83832
O -0.63689 3.46762 0.29887
O 0.14347 2.03583 2.32453
O 1.53289 2.14696 0.22887
H -2.26246 -0.22007 -0.66915
H -0.35507 -1.72548 1.38596
H 1.36309 -1.73985 1.11227
H 0.68049 -0.30161 2.05374
H -0.46088 -1.50256 -1.29071
H 0.33356 -0.24065 -2.15550
H 1.80544 1.23721 0.20398
*
```

* energy above the lowest of the compared OMol25 structures with the same formula, charge and spin: 162.7 kJ/mol
* HOMO: -1.8 eV
* lowest unoccupied orbital energy: 6.1 eV
* Kohn-Sham gap: 7.97 eV
* SMILES: [H]/N=C/N(N(C)CC(=O)[O-])[P@@](=O)([O-])O



This record from OMol25 describes a molecular structure, C4H8N3OS at a distorted geometry. The level of theory is ωB97M-V with the def2-TZVPD basis set.

```
! wB97M-V def2-TZVPD RIJCOSX def2/J DEFGRID3
* xyz 1 3
C 0.02730 -3.15217 0.78737
C -0.78775 -1.13317 0.20080
C 1.10030 1.82725 -0.32809
C -0.29594 1.56142 -0.85295
N -0.51486 -2.39820 -0.22784
N 0.02756 -2.69222 1.96476
N -1.22875 2.46116 -0.85929
O 1.81339 0.59409 -0.04111
S -0.70139 -1.19597 1.91437
H 0.41976 -4.13454 0.65363
H 1.04712 2.23380 0.68436
H 1.93181 2.33772 -0.94989
H -0.56578 0.36858 -0.69376
H -0.98653 3.44487 -0.79498
H -0.46799 -2.60113 -1.19103
H -2.21542 2.27985 -0.93788
H 1.39716 0.19866 0.67152
*
```

* energy above the lowest of the compared OMol25 structures with the same formula, charge and spin: 337.0 kJ/mol
* HOMO (spin up / spin down): -10.1 / -14.3 eV
* lowest unoccupied orbital energy (spin up / spin down): -5.2 / -7.8 eV
* Kohn-Sham gap (spin up / spin down): 4.86 / 6.47 eV



This record from OMol25 describes a gas-phase ion, C4H8N3S (charge +1) at a distorted geometry. The level of theory is ωB97M-V with the def2-TZVPD basis set.

```
! wB97M-V def2-TZVPD RIJCOSX def2/J DEFGRID3
* xyz 1 1
C -2.94636 -0.56748 -0.73924
S -2.33467 0.68050 0.39260
C -0.63364 0.91925 0.10574
C 0.00841 2.05957 -0.31080
N 1.32833 1.78933 -0.39555
C 1.54918 0.50768 0.11989
N 2.72960 -0.17211 0.20506
N 0.36278 -0.03108 0.25732
H -2.85723 -0.23450 -1.71569
H -4.04195 -0.53159 -0.36742
H -2.52486 -1.50874 -0.81720
H -0.41628 3.04413 -0.76493
H 2.05790 2.36034 -0.76165
H 3.57868 0.26056 -0.20876
H 2.94658 -0.88238 0.92368
H 0.10285 -1.01947 0.53649
*
```

* energy above the lowest of the compared OMol25 structures with the same formula, charge and spin: 66.3 kJ/mol
* HOMO: -12.4 eV
* lowest unoccupied orbital energy: -3.1 eV
* Kohn-Sham gap: 9.31 eV
* SMILES: CSc1c[nH]c(=[NH2+])[nH]1



This record from OMol25 describes a molecular structure, C4H8N4 at a distorted geometry. The level of theory is ωB97M-V with the def2-TZVPD basis set.

```
! wB97M-V def2-TZVPD RIJCOSX def2/J DEFGRID3
* xyz 0 1
C 0.62977 -0.55181 -1.33665
C 0.18904 -0.99726 0.03975
C -0.61893 -2.33081 0.07371
C 0.11224 2.37339 1.17271
N 1.32376 -0.85115 0.95947
N 1.36287 0.33168 1.31933
N -0.44867 0.23117 0.00873
N 0.32435 0.98340 0.89475
H 1.56942 -0.09696 -1.55572
H -0.05807 -0.29159 -2.08480
H -1.17470 -2.54133 0.97467
H 0.13273 -3.01764 -0.09032
H -1.31760 -2.38342 -0.71667
H 0.99358 2.64875 1.82475
H 0.38684 3.00631 0.30468
H -0.73607 2.66557 1.64329
*
```

* energy above the lowest of the compared OMol25 structures with the same formula, charge and spin: 488.0 kJ/mol
* HOMO: -8.1 eV
* lowest unoccupied orbital energy: 0.7 eV
* Kohn-Sham gap: 8.80 eV